Entry 1:
106
Properties=species:S:1:pos:R:3 method="wB97M-V/def2-TZVPD" smiles="COP(=O)(OC)OC.COP(=O)(OC)OC.CCCC#N.CCCC#N.CCCC#N.CCCC#N.CCCC#N.CCCC#N" homo_lumo_gap_ev=10.94
C 1.312 -5.957 2.641
O 1.922 -5.293 1.556
P 1.146 -5.073 0.192
O 0.315 -6.168 -0.284
O 0.396 -3.708 0.541
C -0.998 -3.728 0.889
O 2.301 -4.612 -0.836
C 3.143 -3.530 -0.546
H 2.096 -6.080 3.388
H 0.880 -6.930 2.409
H 0.492 -5.310 2.954
H -1.448 -4.721 0.890
H -1.496 -3.004 0.245
H -1.070 -3.316 1.896
H 4.060 -3.971 -0.155
H 2.733 -2.783 0.134
H 3.372 -3.066 -1.505
C -4.492 -0.450 1.087
O -5.641 -1.029 0.434
P -7.082 -0.927 1.146
O -7.602 0.503 1.317
O -7.998 -1.926 0.242
C -8.126 -1.556 -1.118
O -6.964 -1.782 2.534
C -7.760 -1.438 3.618
H -3.774 -0.141 0.327
H -4.007 -1.094 1.820
H -4.700 0.456 1.656
H -9.172 -1.590 -1.424
H -7.597 -2.152 -1.861
H -7.713 -0.561 -1.283
H -7.196 -0.869 4.357
H -8.128 -2.366 4.054
H -8.676 -0.901 3.374
C -4.149 -1.972 -3.706
C -3.586 -0.756 -2.923
C -3.354 0.565 -3.645
C -4.432 0.858 -4.679
N -5.288 1.085 -5.433
H -3.532 -2.470 -4.454
H -5.034 -1.657 -4.258
H -4.395 -2.800 -3.041
H -2.746 -1.146 -2.348
H -4.276 -0.508 -2.115
H -2.404 0.660 -4.172
H -3.484 1.428 -2.992
C 0.076 2.462 3.604
C 0.069 3.090 5.006
C 1.423 2.966 5.803
C 1.751 1.595 6.166
N 2.043 0.551 6.469
H 0.243 1.386 3.664
H 0.824 2.872 2.926
H -0.867 2.546 3.065
H -0.694 2.589 5.602
H -0.247 4.134 4.996
H 1.299 3.559 6.709
H 2.270 3.401 5.271
C 1.111 -0.300 -7.117
C 0.712 0.373 -5.784
C 0.440 -0.567 -4.616
C 1.763 -1.082 -4.220
N 2.757 -1.534 -3.883
H 1.962 -0.960 -6.952
H 1.217 0.449 -7.901
H 0.321 -0.973 -7.451
H -0.182 0.979 -5.926
H 1.421 1.157 -5.518
H -0.300 -1.348 -4.792
H 0.031 0.030 -3.801
C 7.069 1.185 4.480
C 6.414 -0.242 4.398
C 4.891 -0.362 4.277
C 4.330 0.519 3.261
N 3.894 1.246 2.503
H 7.089 1.647 3.493
H 8.061 1.138 4.931
H 6.512 1.820 5.169
H 6.687 -0.710 5.344
H 6.829 -0.815 3.569
H 4.420 -0.035 5.204
H 4.546 -1.371 4.049
C 4.801 4.361 -2.150
C 3.933 5.567 -2.741
C 2.779 6.112 -1.854
C 1.757 5.134 -1.411
N 0.941 4.415 -1.059
H 4.283 3.405 -2.074
H 5.218 4.684 -1.196
H 5.688 4.231 -2.769
H 3.586 5.133 -3.678
H 4.575 6.396 -3.041
H 2.251 6.890 -2.405
H 3.250 6.550 -0.974
C -0.128 -0.472 -0.604
C 0.495 0.770 0.082
C 1.895 1.223 -0.480
C 1.945 1.736 -1.874
N 2.090 2.059 -3.007
H -0.003 -0.433 -1.686
H -1.173 -0.709 -0.405
H 0.482 -1.353 -0.406
H 0.606 0.625 1.157
H -0.210 1.585 -0.079
H 2.640 0.433 -0.392
H 2.264 2.054 0.121

***

Entry 2:
100
Properties=species:S:1:pos:R:3 method="wB97M-V/def2-TZVPD" homo_lumo_gap_ev=9.53
C 1.075 -0.746 0.885
C -0.151 -0.950 0.028
O -0.342 -1.977 -0.597
C -1.200 0.148 0.068
H 0.793 -0.482 1.908
H 1.678 0.079 0.496
H 1.713 -1.625 0.954
H -1.558 0.341 1.079
H -2.040 -0.103 -0.578
H -0.757 1.065 -0.330
C -1.483 5.081 2.275
C -0.713 4.144 1.396
O -0.784 2.951 1.595
C -0.037 4.829 0.206
H -2.508 5.014 1.908
H -1.080 6.093 2.256
H -1.422 4.761 3.317
H -0.686 5.498 -0.353
H 0.395 4.090 -0.462
H 0.695 5.408 0.775
C -5.172 -2.986 -0.918
C -4.191 -4.135 -1.061
O -4.481 -5.178 -1.580
C -2.806 -3.880 -0.534
H -5.491 -2.777 0.099
H -6.041 -3.252 -1.521
H -4.653 -2.126 -1.348
H -2.792 -3.167 0.287
H -2.158 -3.490 -1.320
H -2.401 -4.848 -0.236
C 1.006 -4.794 -0.423
C 1.760 -5.045 -1.707
O 2.183 -6.154 -1.976
C 2.112 -3.904 -2.607
H -0.051 -4.863 -0.685
H 1.273 -3.814 -0.043
H 1.183 -5.552 0.337
H 1.612 -4.017 -3.573
H 3.167 -3.957 -2.874
H 1.888 -2.928 -2.175
C 0.730 2.490 -3.317
C -0.064 3.709 -2.931
O 0.460 4.803 -2.959
C -1.530 3.526 -2.618
H 1.773 2.736 -3.476
H 0.300 2.058 -4.226
H 0.623 1.707 -2.561
H -1.880 4.359 -2.014
H -1.653 2.541 -2.168
H -2.136 3.519 -3.526
C 3.273 2.788 -0.338
C 3.762 3.096 1.045
O 4.573 2.432 1.622
C 3.190 4.362 1.628
H 2.271 2.354 -0.361
H 3.913 2.015 -0.774
H 3.325 3.602 -1.062
H 3.909 4.744 2.356
H 2.224 4.274 2.127
H 3.040 5.104 0.843
C -1.313 1.826 4.681
C -2.605 2.489 4.952
O -2.838 3.001 6.025
C -3.686 2.387 3.911
H -0.676 2.378 3.982
H -1.361 0.849 4.184
H -0.711 1.615 5.565
H -3.310 2.004 2.965
H -4.183 3.349 3.778
H -4.481 1.704 4.218
C 4.689 -6.359 1.887
C 3.905 -5.224 1.292
O 4.430 -4.457 0.516
C 2.399 -5.179 1.520
H 4.648 -6.369 2.984
H 5.745 -6.154 1.700
H 4.421 -7.364 1.571
H 2.221 -5.727 2.446
H 1.908 -5.456 0.592
H 2.094 -4.150 1.726
C 3.332 -1.115 -4.041
C 3.334 -0.881 -2.568
O 2.764 0.059 -2.060
C 4.195 -1.754 -1.658
H 3.727 -2.108 -4.238
H 4.061 -0.410 -4.453
H 2.354 -0.944 -4.482
H 4.874 -1.086 -1.138
H 4.675 -2.599 -2.142
H 3.473 -2.179 -0.956
C -3.924 2.995 -0.023
C -4.248 1.761 -0.841
O -3.865 1.605 -1.975
C -5.316 0.835 -0.243
H -3.278 2.672 0.794
H -4.836 3.414 0.397
H -3.457 3.730 -0.676
H -5.871 0.369 -1.061
H -6.088 1.433 0.242
H -4.844 0.068 0.367

***

Entry 3:
104
Properties=species:S:1:pos:R:3 method="wB97M-V/def2-TZVPD" homo_lumo_gap_ev="1.83 / 6.30" spin_multiplicity=2 s_squared=0.75 charge=-1
C 2.264 0.348 -1.843
O 1.526 0.573 -0.667
C 0.356 -0.091 -0.438
O -0.093 -1.027 -1.134
O -0.215 0.384 0.682
C -1.565 0.106 1.030
H 1.685 0.627 -2.724
H 2.533 -0.707 -1.895
H 3.199 0.907 -1.855
H -1.825 0.740 1.878
H -1.584 -0.938 1.344
H -2.269 0.261 0.212
C 7.912 1.781 -4.021
O 6.836 2.513 -4.499
C 5.584 2.356 -4.015
O 5.311 1.765 -2.966
O 4.756 2.979 -4.876
C 3.343 2.882 -4.625
H 8.857 2.201 -4.365
H 7.839 0.731 -4.304
H 8.065 1.885 -2.947
H 3.065 1.828 -4.602
H 2.864 3.397 -5.459
H 2.942 3.215 -3.668
C -3.512 3.850 2.747
C -4.015 4.112 4.163
O -3.640 3.430 5.105
C -5.119 5.159 4.334
H -2.910 4.718 2.477
H -4.360 3.826 2.062
H -2.982 2.898 2.783
H -5.451 5.183 5.372
H -6.056 5.015 3.795
H -4.651 6.110 4.081
C -3.273 -0.478 -2.608
C -3.457 -1.901 -2.025
O -3.392 -2.899 -2.730
C -3.755 -2.076 -0.547
H -2.270 -0.146 -2.338
H -3.984 0.248 -2.214
H -3.362 -0.542 -3.693
H -3.731 -1.098 -0.067
H -3.025 -2.697 -0.028
H -4.763 -2.465 -0.401
C -0.889 -1.088 -5.319
C 0.563 -0.659 -5.565
O 0.854 0.548 -5.483
C 1.524 -1.643 -6.169
H -1.424 -0.312 -4.772
H -0.948 -2.047 -4.805
H -1.457 -1.222 -6.240
H 1.237 -2.679 -5.989
H 2.485 -1.470 -5.684
H 1.544 -1.379 -7.227
C -1.060 -2.218 6.147
C -0.772 -1.436 4.876
O -0.557 -2.012 3.848
C -0.703 0.061 4.961
H -0.401 -1.755 6.881
H -0.732 -3.245 5.987
H -2.098 -2.184 6.478
H -0.068 0.536 4.213
H -0.444 0.277 5.998
H -1.715 0.429 4.792
C -6.270 1.159 3.282
C -5.026 0.490 3.799
O -4.131 0.044 3.005
C -4.940 0.341 5.301
H -6.239 0.943 2.214
H -6.224 2.245 3.355
H -7.142 0.771 3.808
H -5.809 -0.142 5.749
H -4.809 1.332 5.737
H -4.075 -0.274 5.547
C 2.978 -2.812 0.386
C 3.020 -2.818 1.929
O 3.639 -2.024 2.615
C 1.983 -3.765 2.578
H 3.365 -1.875 -0.013
H 1.933 -2.944 0.104
H 3.579 -3.635 0.000
H 0.993 -3.414 2.287
H 2.004 -3.703 3.666
H 2.256 -4.738 2.169
C 1.521 3.946 1.311
C 2.347 3.564 0.102
O 2.007 3.707 -1.093
C 3.717 2.956 0.366
H 1.278 3.038 1.862
H 0.523 4.287 1.036
H 1.950 4.764 1.891
H 4.391 3.594 0.939
H 4.246 2.772 -0.569
H 3.650 2.037 0.948
C 1.407 -5.793 -2.321
C 2.085 -4.500 -2.753
O 3.302 -4.391 -2.825
C 1.234 -3.241 -2.803
H 0.905 -6.347 -3.114
H 0.571 -5.640 -1.639
H 2.058 -6.520 -1.836
H 1.852 -2.352 -2.672
H 0.492 -3.289 -2.005
H 0.760 -3.240 -3.784

***

Number 1: energy -2792.334785 Eh. Number 2: energy -1931.279543 Eh. Number 3: energy -2232.361935 Eh.